(1)
ORCA calculation (ωB97M-V with the def2-TZVPD basis set) on 2 unconnected molecules or ions with the total composition C4H10N6O4.

Last column: natural (NBO) charge in e.
Atoms and positions in Å:
N 3.025 1.467 0.060  -0.814
C 2.254 0.377 0.316  0.646
N 1.737 0.295 1.535  -0.805
N 2.122 -0.488 -0.628  -0.642
C 1.253 -1.487 -0.822  0.207
N 0.211 -1.821 -0.168  0.261
O -0.261 -1.431 0.956  -0.622
O -0.612 -2.795 -0.837  -0.565
H 3.480 1.538 -0.863  0.414
H 3.338 2.268 0.733  0.406
H 1.068 -0.506 1.754  0.452
H 1.768 1.137 2.067  0.389
H 1.340 -2.143 -1.695  0.203
H -1.132 -3.196 -0.171  0.479
H -3.484 -0.658 -1.029  0.337
N -2.685 -0.221 -1.213  -0.718
C -2.165 0.415 -0.238  0.357
N -2.824 0.665 0.968  -0.808
C -0.879 1.244 -0.405  0.748
O -0.495 1.894 0.540  -0.597
O -0.315 1.242 -1.569  -0.640
H -2.341 1.228 1.721  0.418
H -3.674 0.381 1.142  0.372
H -0.730 0.595 -2.155  0.520

## Properties
* orbital gap: 8.58 eV
* structure (SMILES): NC(N)=N/C=[N+](\[O-])O.[H]/N=C(\N)C(=O)O
* net charge: 0

---

(2)
ORCA calculation (ωB97M-V with the def2-TZVPD basis set) on a molecular structure, C2H6ClFO6P2.

Last column: natural (NBO) charge in e.
Atoms and positions in Å:
C 2.775 -0.728 -0.180  -0.650
C 1.468 -0.857 0.572  0.476
F 1.396 0.161 1.451  -0.337
O 0.440 -0.795 -0.399  -0.804
P -1.032 -0.661 0.179  2.527
O -1.188 -0.927 1.574  -1.079
O -1.853 -1.771 -0.670  -0.525
O -3.180 -1.283 -0.865  -0.404
O -1.619 0.757 -0.286  -1.079
P -0.468 1.987 -0.517  1.367
O -0.912 2.935 0.722  -0.962
Cl -1.101 2.987 -2.223  -0.324
H 3.559 -0.422 0.492  0.231
H 2.980 -1.642 -0.717  0.222
H 2.617 0.055 -0.909  0.224
H 1.475 -1.806 1.085  0.161
H -3.478 -1.007 0.015  0.462
H -1.880 3.016 0.675  0.495

## Properties
* orbital gap: 10.82 eV
* net charge: 0

---

(3)
ORCA calculation (ωB97M-V with the def2-TZVPD basis set) on a single C9H10O4 molecule.

Last column: natural (NBO) charge in e.
Atoms and positions in Å:
C -4.250 -0.724 0.944  -0.246
O -3.710 -0.559 -0.308  -0.520
C -2.436 -0.157 -0.449  0.295
C -1.417 -0.824 -1.071  -0.264
C -0.055 -0.366 -1.023  -0.266
C 0.295 0.672 -0.126  0.307
O 1.584 1.361 -0.055  -0.500
C 2.752 0.768 -0.412  -0.184
C 3.098 -0.434 0.425  0.743
O 2.415 -0.804 1.311  -0.499
O 4.197 -1.228 -0.051  -0.707
C -0.819 1.511 0.322  -0.229
C -2.088 1.106 0.169  -0.243
H -3.886 0.067 1.677  0.178
H -5.307 -0.945 0.783  0.207
H -3.715 -1.603 1.314  0.171
H -1.758 -1.733 -1.631  0.229
H 0.699 -0.718 -1.612  0.212
H 2.791 0.449 -1.491  0.196
H 3.554 1.481 -0.438  0.217
H 4.890 -0.532 0.152  0.472
H -0.693 2.374 0.784  0.213
H -2.951 1.688 0.616  0.217

## Properties
* orbital gap: 8.85 eV
* structure (SMILES): COc1ccc(OCC(=O)O)cc1
* net charge: 0

---

(4)
ORCA calculation (ωB97M-V with the def2-TZVPD basis set) on a gas-phase ion, C19H41N4O5P2 (charge +1).

Last column: Löwdin charge in e.
Atoms and positions in Å:
C 5.039 -0.578 0.460  -0.134
C 3.914 -1.613 -0.103  -0.247
C 2.572 -1.470 0.822  -0.143
C 1.268 -1.927 -0.074  -0.191
O 0.381 -0.830 -0.262  -0.147
N -0.934 -0.998 0.167  -0.217
C -0.799 -1.106 1.660  -0.077
C -2.029 -0.606 2.557  -0.152
C -1.942 0.914 3.090  -0.203
C -0.615 1.281 3.931  -0.140
C 0.390 2.127 2.971  -0.222
O 0.856 3.374 3.584  -0.218
C 0.875 4.433 2.577  -0.122
C -1.377 0.419 -0.265  -0.051
C -1.688 0.359 -1.848  -0.181
C -0.964 1.378 -2.865  -0.132
C 0.242 2.244 -2.233  -0.182
C 1.702 1.501 -2.349  -0.153
C 2.815 2.428 -3.098  -0.223
O 3.890 2.830 -2.167  -0.127
C -1.647 -1.237 -2.136  -0.326
N -2.593 -1.707 -3.219  0.084
C -1.791 -2.104 -4.200  -0.147
O -0.953 -2.277 -5.128  0.124
C -1.854 -1.862 -0.620  -0.531
P -1.510 -3.720 -0.912  0.740
N -1.486 -4.623 0.413  -0.301
P -3.737 -1.887 -0.462  0.935
N -4.471 -0.334 -0.078  -0.167
O -4.035 -2.854 0.969  -0.336
H 5.299 -0.955 1.533  0.089
H 4.616 0.496 0.548  0.073
H 6.015 -0.582 -0.142  0.080
H 3.695 -1.378 -1.220  0.103
H 4.383 -2.666 -0.035  0.118
H 2.708 -2.178 1.714  0.126
H 2.386 -0.371 1.097  0.101
H 1.719 -2.223 -1.109  0.132
H 0.893 -2.897 0.396  0.117
H 0.150 -0.582 2.088  0.145
H -0.648 -2.230 1.930  0.144
H -2.025 -1.275 3.514  0.146
H -3.074 -0.737 2.102  0.081
H -2.084 1.724 2.290  0.099
H -2.839 1.044 3.826  0.127
H -0.915 1.926 4.853  0.137
H -0.079 0.313 4.237  0.113
H -0.076 2.428 1.959  0.093
H 1.275 1.414 2.705  0.119
H -0.168 4.791 2.255  0.098
H 1.411 5.333 3.070  0.110
H 1.460 4.166 1.625  0.094
H -2.226 0.930 0.291  0.122
H -0.454 1.023 0.109  0.140
H -2.792 0.736 -1.880  0.138
H -1.738 2.142 -3.276  0.129
H -0.499 0.769 -3.744  0.123
H 0.346 3.190 -2.908  0.115
H 0.036 2.655 -1.173  0.107
H 2.087 1.108 -1.339  0.098
H 1.538 0.592 -3.062  0.107
H 3.290 1.869 -4.006  0.128
H 2.393 3.407 -3.519  0.120
H 4.255 1.967 -1.826  0.083
H -0.597 -1.460 -2.551  0.138
H -0.249 -3.853 -1.611  0.029
H -2.571 -4.175 -1.797  0.032
H -1.672 -4.004 1.219  -0.050
H -4.929 -0.376 0.855  0.059
H -5.149 -0.108 -0.823  0.053
H -4.689 -3.525 0.621  0.073

## Properties
* orbital gap: 9.11 eV
* structure (SMILES): CCCCO[N@@+]1(CCCCCOC)C[C@@H](CCCCO)[C@H](N=C=O)[C@]1([PH2]=N)P(N)O
* net charge: +1

---

Among the records above, which one has the highest net charge? C19H41N4O5P2